# 1
Formula: C8H25N4O4PRb
Source: OMol25
Level of theory: ωB97M-V with the def2-TZVPD basis set

XYZ file:
```
43
Properties=species:S:1:pos:R:3:forces:R:3
Rb -1.17753 2.47742 0.09342 0.55 0.09 -0.18
O 0.89407 2.35206 -2.17904 1.14 -2.06 2.02
H 0.53001 3.13004 -2.55324 -0.35 1.27 -0.19
O 1.30655 3.84348 -0.28079 -0.53 -0.87 0.56
H 1.96209 4.50493 -0.09236 0.49 0.08 -0.01
O -0.44710 -0.38720 0.77711 -0.03 -0.20 0.38
P 0.54492 -1.44230 0.47409 -0.77 -0.47 0.35
N 0.29522 -1.99425 -1.05765 1.13 -1.29 -0.95
C -0.83988 -1.55811 -1.88522 0.17 0.06 0.35
C 1.36540 -2.78541 -1.72922 -0.48 1.28 -1.38
N 0.53039 -2.72656 1.55271 -1.52 -1.11 1.45
C -0.53303 -2.75182 2.67114 1.59 0.73 -1.65
C 1.21199 -4.00241 1.21361 0.19 1.56 -0.05
N 2.13953 -1.06070 0.50352 -1.15 -1.54 0.57
C 2.52947 -0.11689 -0.47311 -0.49 1.26 -0.73
C 2.82760 -1.08151 1.73252 0.28 1.29 2.64
H -1.08213 -2.34138 -2.62505 -0.11 0.13 0.56
H -0.58034 -0.66191 -2.46824 -0.19 0.02 0.29
H -1.67545 -1.35854 -1.18320 0.33 -0.02 -0.81
H 2.32280 -2.25250 -1.87468 -0.54 0.14 0.10
H 1.01336 -3.06256 -2.73639 0.00 0.30 0.27
H 1.63237 -3.71282 -1.29534 -0.07 -0.84 0.92
H -1.26840 -3.54514 2.56818 -0.12 0.11 -0.27
H -0.12749 -2.75962 3.66701 0.89 -0.70 0.41
H -0.92238 -1.74904 2.66195 -0.94 0.18 -0.44
H 1.27867 -4.63540 2.07490 -0.13 -0.33 0.56
H 0.80159 -4.54601 0.37437 -0.72 -0.20 -0.06
H 2.23084 -3.77815 0.89510 0.19 0.09 0.16
H 1.64824 0.00442 -1.13450 0.89 0.39 -0.09
H 2.77299 0.87387 -0.05273 -0.10 -0.29 -0.14
H 3.36143 -0.52614 -1.01122 0.68 0.18 -0.62
H 2.68434 -0.10044 2.29609 0.16 -0.99 -0.46
H 3.87151 -1.18358 1.59569 1.39 0.13 -0.56
H 2.62455 -1.89572 2.45892 -0.61 0.39 -0.84
O -3.41779 3.60156 1.00969 -0.58 0.89 -0.29
C -3.68514 4.38082 0.02602 -1.02 -1.25 0.22
N -2.89476 4.59565 -0.96780 0.26 1.47 -1.93
C -5.11044 4.94508 -0.05077 -0.96 0.52 -1.05
H 1.29254 2.70352 -1.16223 -0.71 1.15 -2.31
H -3.37676 5.26063 -1.64500 0.88 -1.15 1.07
H -5.14836 6.03807 -0.12918 0.35 0.01 0.16
H -5.58372 4.67000 0.85177 -0.81 -0.24 1.04
H -5.80178 4.63456 -0.91083 1.35 -0.16 0.93
```
Positions in Å, forces in eV/Å.

Orbital gap = 6.61 eV
Charge = -1
Relative energy (zero: lowest compared OMol25 entry of this formula, charge and spin) = 6.4 kcal per mole
Largest force on an atom = 0.0603 Eh/bohr

# 2
Formula: C5H12AuO3
Source: OMol25
Level of theory: ωB97M-V with the def2-TZVPD basis set

XYZ file:
```
21
Properties=species:S:1:pos:R:3:forces:R:3
C 3.25923 0.74488 -0.21313 0.86 -0.65 0.17
H 3.76780 1.25645 -1.03371 -0.16 -0.06 0.14
H 3.24427 -0.33548 -0.37473 0.08 0.23 0.01
H 3.67532 1.00930 0.76243 -0.09 -0.03 -0.16
O 1.86361 1.17046 -0.28862 -0.60 0.74 -0.02
C 1.31771 1.81133 0.61873 0.26 0.20 0.09
H 1.81083 1.93730 1.59283 -0.07 0.12 -0.22
H 0.35055 2.26798 0.38432 0.09 -0.28 0.17
O -0.56025 -2.07372 -1.79341 0.54 1.73 -3.45
C -0.67817 -0.69771 -1.72035 -0.93 2.24 -0.21
C -1.65397 -0.27767 -0.60110 -0.84 0.20 -0.71
O -1.35244 -1.05024 0.56380 -0.28 3.91 0.43
C -2.16777 -0.75821 1.68538 -1.15 -0.01 1.34
Au -0.69765 -2.75696 -0.07435 1.27 -6.92 3.05
H -1.05488 -0.25106 -2.66115 0.32 -0.48 0.14
H 0.29742 -0.20890 -1.51586 -0.05 -0.72 -0.28
H -2.68532 -0.52112 -0.90938 0.28 0.17 0.04
H -1.61825 0.79554 -0.35926 0.12 -0.31 -0.19
H -1.85168 -1.40903 2.50723 -0.05 0.15 -0.24
H -2.04033 0.29272 1.98023 0.07 -0.26 -0.17
H -3.22602 -0.94586 1.45008 0.32 0.03 0.05
```
Positions in Å, forces in eV/Å.

Orbital gap (alpha / beta) = 5.12 / 7.74 eV
⟨S²⟩ = 3.76
2S+1 = 4
Charge = +2
Relative energy (zero: lowest compared OMol25 entry of this formula, charge and spin) = 0.0 kcal per mole
Largest force on an atom = 0.1492 Eh/bohr

# 3
Formula: C4H10O
Source: OMol25
Level of theory: ωB97M-V with the def2-TZVPD basis set

XYZ file:
```
15
Properties=species:S:1:pos:R:3:forces:R:3
C 1.01034 1.34966 0.86930 0.10 -0.49 -0.17
C 0.56437 0.69803 -0.41272 -0.35 -0.24 -0.27
C -0.69017 -0.09204 -0.60094 -0.92 1.15 -0.10
C -1.09899 -0.49994 -1.98089 0.34 0.08 0.15
H 2.08404 1.53919 0.76113 0.02 -0.01 0.27
H 0.82676 0.58510 1.65817 0.06 0.43 -0.07
H 0.54788 2.31697 1.11413 -0.27 -0.10 -0.11
H 1.08616 0.94280 -1.33462 -0.06 -0.04 -0.05
H -1.33600 -0.26419 0.24411 0.11 -0.04 0.14
H -0.33360 -1.18332 -2.37993 -0.19 0.03 -0.35
H -1.19199 0.35148 -2.67277 0.18 0.04 -0.04
H -2.06532 -1.00327 -2.00898 0.07 -0.19 0.20
H 0.47220 -0.52598 -0.23314 0.88 -0.45 0.31
H 0.51772 -1.83372 2.56313 -0.26 0.35 -0.36
O 0.09918 -1.23605 1.91635 0.29 -0.52 0.45
```
Positions in Å, forces in eV/Å.

Orbital gap (alpha / beta) = 5.50 / 6.89 eV
⟨S²⟩ = 0.76
2S+1 = 2
Charge = -1
Relative energy (zero: lowest compared OMol25 entry of this formula, charge and spin) = 53.3 kcal per mole
Largest force on an atom = 0.0286 Eh/bohr

# 4
Formula: C28H22N3O2PPdSe2
Source: OMol25
Level of theory: ωB97M-V with the def2-TZVPD basis set

XYZ file:
```
59
Properties=species:S:1:pos:R:3:forces:R:3
Pd -0.48902 0.08802 0.15223 -0.06 -0.13 0.01
C 8.30908 3.89556 5.47312 -0.03 0.03 0.01
O 6.89919 3.78568 5.41789 0.02 -0.03 -0.03
C 6.27188 4.32692 4.33972 0.00 0.02 0.04
C 4.89118 4.12430 4.27545 -0.01 0.00 0.00
C 4.16080 4.61355 3.21543 -0.06 0.08 0.06
C 4.79679 5.32955 2.19846 0.25 -0.02 -0.09
C 6.15333 5.58532 2.30352 0.00 -0.06 -0.02
C 6.90623 5.06939 3.35334 -0.03 -0.01 -0.02
N 4.12202 5.98314 1.11391 -0.30 0.12 0.30
N 3.18370 5.47162 0.48593 0.26 -0.07 -0.28
C 2.83127 4.09529 0.55153 -0.21 -0.04 0.09
C 3.71291 3.03890 0.65535 0.05 -0.03 -0.08
C 3.29802 1.70809 0.58216 0.03 0.01 -0.02
C 1.95807 1.38034 0.41146 -0.01 0.00 -0.03
O 1.52060 0.15630 0.34813 0.01 0.00 0.06
C 1.03991 2.47008 0.27632 0.01 -0.03 0.00
N -0.27336 2.12833 0.09662 -0.02 -0.01 0.01
C -1.17436 3.06765 -0.05920 0.02 0.02 -0.02
C -0.83398 4.43148 -0.05881 -0.04 -0.01 -0.02
C 0.46666 4.80161 0.12666 0.05 0.01 0.01
C 1.45976 3.81084 0.31236 0.02 0.01 0.07
H 8.62248 3.33373 6.34823 0.00 0.00 0.00
H 8.62311 4.93695 5.58229 0.00 0.00 -0.01
H 8.77378 3.46882 4.58081 0.01 -0.01 0.00
H 4.41322 3.57469 5.07571 0.00 0.00 -0.01
H 3.09159 4.45138 3.18595 0.01 -0.02 -0.04
H 6.62184 6.19603 1.54219 0.02 -0.01 0.01
H 7.96553 5.27417 3.39903 0.00 0.00 -0.01
H 4.76941 3.23720 0.77733 -0.01 0.02 0.01
H 4.01917 0.90528 0.65632 0.00 0.01 0.00
H -2.19923 2.74874 -0.19727 -0.01 0.00 0.00
H -1.61212 5.16666 -0.20787 0.00 0.00 0.00
H 0.76343 5.84148 0.12786 -0.01 0.00 0.01
Se -2.92751 -0.02933 -0.07125 0.02 0.02 0.00
P -2.63456 -2.18321 -0.00944 -0.06 0.00 -0.03
Se -0.50252 -2.36208 0.29392 0.06 0.12 -0.01
C -3.19562 -2.96809 -1.54216 0.03 0.04 -0.08
C -2.37356 -3.86041 -2.21902 -0.03 -0.05 0.03
C -2.81679 -4.45698 -3.39197 0.00 0.00 0.01
C -4.07406 -4.15817 -3.89178 -0.01 0.00 0.00
C -4.89284 -3.25601 -3.22316 0.01 -0.01 0.00
C -4.45451 -2.65836 -2.05429 0.00 0.00 0.00
C -3.61105 -2.94645 1.30976 0.03 0.04 0.10
C -4.96349 -2.63501 1.43836 -0.01 0.00 0.00
C -5.71447 -3.21570 2.44567 0.01 -0.01 0.00
C -5.11814 -4.10194 3.33462 -0.01 0.00 -0.01
C -3.77049 -4.40197 3.21714 0.00 0.00 -0.01
C -3.01359 -3.82205 2.20786 -0.02 -0.06 -0.04
H -1.38519 -4.07931 -1.83608 0.01 0.01 0.00
H -2.17160 -5.14838 -3.91785 -0.01 0.00 0.00
H -4.41594 -4.61971 -4.80908 0.00 0.00 0.00
H -5.86917 -3.00995 -3.61966 0.00 0.00 0.00
H -5.08584 -1.93230 -1.55694 0.01 0.01 0.01
H -5.42921 -1.92238 0.76871 0.01 0.01 0.00
H -6.76347 -2.96920 2.54468 0.00 0.00 0.00
H -5.70582 -4.55035 4.12513 0.00 0.00 0.00
H -3.30054 -5.08108 3.91626 0.00 0.00 0.00
H -1.95691 -4.04198 2.12514 0.00 0.01 0.00
```
Positions in Å, forces in eV/Å.

Orbital gap = 6.98 eV
Relative energy (zero: lowest compared OMol25 entry of this formula, charge and spin) = 0.0 kcal per mole
Largest force on an atom = 0.0086 Eh/bohr

# 5
Formula: C35H34BN7OYb
Source: OMol25
Level of theory: ωB97M-V with the def2-TZVPD basis set

XYZ file:
```
79
Properties=species:S:1:pos:R:3:forces:R:3
Yb 0.37046 -0.32411 -0.35045 -2.24 -2.82 -2.12
C 1.96316 1.29449 4.47765 0.31 0.30 -0.14
C 1.12146 0.43669 3.58225 0.30 0.28 0.98
C 0.20676 -0.50281 4.00925 0.25 0.28 0.25
C -0.31664 -1.04141 2.84615 -0.26 -0.25 -0.76
N 0.26156 -0.44211 1.78585 -1.35 -1.36 1.95
N 1.13456 0.45079 2.22985 0.64 0.74 1.48
B 2.01526 1.33569 1.30855 0.17 -0.14 0.13
N 1.13456 2.25709 0.42385 0.49 1.52 0.50
N 0.26106 1.81319 -0.46845 -1.41 2.54 -1.78
C -0.31794 2.87359 -1.06705 -0.08 -0.53 -0.08
C 0.20586 4.03659 -0.52875 0.15 0.29 0.18
C 1.12126 3.60959 0.41015 0.31 0.88 0.32
C 1.96326 4.50489 1.26765 0.30 -0.13 0.31
C -1.33974 2.75519 -2.13445 -0.12 -0.40 -0.10
C -1.75494 1.48159 -2.56775 -0.16 0.51 -0.64
C -2.71324 1.35319 -3.57755 0.21 0.55 0.28
C -3.26764 2.49129 -4.16615 0.19 0.06 0.26
C -2.86484 3.76059 -3.74565 0.27 -0.46 0.29
C -1.90674 3.89559 -2.73585 -0.20 -0.62 -0.16
N 2.93646 0.45139 0.42445 1.42 0.76 0.66
N 2.49386 -0.43351 -0.45935 2.38 -1.36 -1.67
C 3.55616 -1.02131 -1.04605 -0.62 -0.20 -0.20
C 4.71786 -0.48811 -0.51375 0.25 0.24 0.23
C 4.28886 0.43919 0.41215 0.95 0.26 0.30
C 5.18246 1.29029 1.26245 -0.14 0.29 0.31
C 3.44226 -2.06771 -2.08985 -0.42 -0.16 -0.17
C 2.17056 -2.49551 -2.51655 0.60 -0.08 -0.69
C 2.04686 -3.48161 -3.49985 0.57 0.23 0.22
C 3.18776 -4.05171 -4.06805 0.00 0.26 0.30
C 4.45506 -3.63651 -3.65395 -0.40 0.30 0.29
C 4.58536 -2.65041 -2.67075 -0.62 -0.21 -0.15
C -1.33714 -2.11021 2.72785 -0.21 -0.17 -0.37
C -1.90284 -2.71271 3.86825 -0.16 -0.18 -0.60
C -2.85944 -3.72401 3.73325 0.27 0.30 -0.37
C -3.26184 -4.14481 2.46405 0.21 0.25 -0.01
C -2.70874 -3.55511 1.32585 0.17 0.27 0.70
C -1.75194 -2.54381 1.45425 -0.45 -0.30 0.44
H 1.74856 1.07289 5.54445 0.09 0.10 -0.75
H 3.03766 1.09679 4.28245 -0.53 0.31 0.21
H 1.74206 2.36489 4.28495 0.33 -0.52 0.21
H -0.03294 -0.75501 5.03305 0.09 0.08 -0.17
H 2.69986 2.02209 1.99495 0.04 0.06 0.03
H -0.03434 5.06039 -0.78045 0.09 -0.16 0.09
H 1.74846 5.57169 1.04635 0.09 -0.75 0.09
H 1.74286 4.31189 2.33805 0.33 0.21 -0.53
H 3.03776 4.30979 1.06925 -0.55 0.20 0.31
H -1.33854 0.58379 -2.12775 -0.11 0.32 -0.19
H -3.02544 0.36959 -3.90435 0.04 -0.02 -0.03
H -4.00874 2.38979 -4.94835 0.00 0.01 -0.01
H -3.29514 4.64199 -4.20355 0.03 0.00 0.02
H -1.61454 4.89139 -2.43335 0.09 -0.02 0.09
H 5.74236 -0.73291 -0.75795 -0.17 0.08 0.09
H 6.24976 1.07319 1.04565 -0.76 0.09 0.09
H 4.98766 2.36249 1.05215 0.21 -0.52 0.32
H 4.98756 1.08139 2.33485 0.21 0.31 -0.53
H 1.27086 -2.06851 -2.09095 0.14 -0.24 0.13
H 1.06486 -3.80401 -3.82135 -0.02 0.02 0.04
H 3.08996 -4.81501 -4.82905 0.01 -0.01 -0.01
H 5.33866 -4.07941 -4.09525 0.01 0.02 0.02
H 5.57986 -2.35051 -2.37145 0.00 0.08 0.10
H -1.61084 -2.41001 4.86405 0.09 0.08 0.01
H -3.28864 -4.18281 4.61465 0.02 0.02 0.02
H -4.00174 -4.92821 2.36255 -0.02 -0.03 0.03
H -3.02064 -3.88211 0.34225 0.06 -0.03 -0.05
H -1.33654 -2.10291 0.55645 0.09 -0.41 0.39
O -1.79784 -0.32411 -0.35045 -4.77 0.31 0.03
N -3.18234 -0.32951 -0.35605 1.28 -0.94 -1.01
C -3.85624 -1.15151 -1.22855 -1.11 1.33 1.42
C -5.30554 -1.14421 -1.22085 2.68 -0.52 -0.56
C -5.96584 -0.33851 -0.36585 0.29 1.79 1.90
C -5.22194 0.52089 0.54645 -1.71 -1.49 -1.57
C -3.87664 0.49019 0.51395 1.58 -0.24 -0.21
H -3.26544 -1.77231 -1.88755 0.15 0.12 0.18
H -5.82004 -1.79591 -1.91275 0.05 0.00 0.00
H -7.04654 -0.30971 -0.33535 0.01 -0.04 -0.04
H -5.75454 1.16539 1.23045 0.14 0.01 0.01
H -3.25694 1.09989 1.16105 0.12 -0.18 -0.18
H 0.37046 -2.30691 -0.35045 -0.21 -1.19 -0.38
```
Positions in Å, forces in eV/Å.

Orbital gap = 4.59 eV
Relative energy (zero: lowest compared OMol25 entry of this formula, charge and spin) = 0.0 kcal per mole
Largest force on an atom = 0.0929 Eh/bohr

# 6
Formula: CHFNO3S
Source: OMol25
Level of theory: ωB97M-V with the def2-TZVPD basis set

XYZ file:
```
8
Properties=species:S:1:pos:R:3:forces:R:3
C 0.00432 1.87752 1.11326 -0.12 -0.59 1.60
N 0.18075 2.98023 0.87784 0.25 1.61 -1.24
O 0.25525 -2.30182 -0.39764 0.57 0.40 -1.37
O -0.81751 -0.81471 -2.23073 -0.24 0.17 0.67
O 0.43526 0.31638 -0.36906 -0.56 -1.07 -0.63
F -0.21275 0.96138 1.97390 -0.19 -0.93 -0.24
S 0.37637 -0.80378 -1.38036 0.98 -0.16 0.29
H -0.22169 -2.21519 0.41278 -0.70 0.57 0.91
```
Positions in Å, forces in eV/Å.

Orbital gap = 8.24 eV
Charge = -1
Relative energy (zero: lowest compared OMol25 entry of this formula, charge and spin) = 55.9 kcal per mole
Largest force on an atom = 0.0398 Eh/bohr

Question: Which value of relative energy (zero: lowest compared OMol25 entry of this formula, charge and spin) does entry 6 give?
Answer: 55.9 kcal per mole